1.
Below is C6H4Cl2 in the gas phase, with properties calculated with the ωB97M-V functional and the def2-TZVPD basis.

Its structure (SMILES) is Clc1cccc(Cl)c1. For the LUMO energy, the calculation gives 0.650 eV. As for the frontier orbital gap: 0.371 Ha.

Last column: Löwdin charge in e.
Element x y z (Å)
Cl 1.6903 1.3627 -2.1643  0.645
Cl -1.3320 -2.7415 -0.4808  0.658
C -0.8107 -0.5450 1.0438  -0.137
C -0.2918 0.7223 1.1762  -0.063
C -0.4114 -1.3325 0.0134  -0.622
C 0.4723 -0.8012 -0.9574  -0.128
C 0.9788 0.4530 -0.8328  -0.647
C 0.5452 1.3073 0.1749  -0.110
H -1.6737 -0.7013 1.5847  0.088
H 0.8475 2.4082 0.1962  0.124
H 0.6566 -1.3594 -1.8141  0.084
H -0.6711 1.2274 2.0602  0.108

Atomic forces in eV per Å
0.363 -0.870 -0.071
0.384 0.101 0.458
0.812 0.554 -0.672
1.045 1.423 -0.770
0.203 0.329 -2.233
-0.462 -0.947 1.421
-0.830 2.466 -0.240
-0.300 0.250 2.397
-1.423 -1.142 1.450
-0.452 -1.872 0.049
0.393 -0.925 -1.381
0.267 0.634 -0.410

=====

2.
Below is a molecular structure, C19H19Br4CrF7N4O8S2Si, with properties calculated with the ωB97M-V functional and the def2-TZVPD basis.

The multiplicity is 4. For the LUMO energy (spin up / spin down), the calculation gives 1.863 / 2.121 eV. As for the frontier orbital gap (spin up / spin down): 0.256 / 0.273 Ha. The total charge is -1. As for the expectation value of S²: 3.780.

Last column: Löwdin charge in e.
Element x y z (Å)
Br 1.8824 -3.8062 -6.0790  0.680
Br -1.4152 -4.6140 -1.4406  0.736
Br 3.0355 -1.0070 -4.6468  0.764
Br -0.3559 -5.6389 -4.4574  0.680
Cr 0.8914 -0.3107 -0.1569  1.032
S 1.4930 0.0881 4.8731  0.598
S -0.0561 1.1183 2.8545  0.612
Si 3.6754 1.1919 -0.0989  0.425
F -0.5819 1.0510 -1.1651  0.013
F 0.2030 3.2883 4.3085  0.137
F 3.6907 -0.2000 6.2237  0.124
F -1.4856 3.3176 2.9499  0.136
F 0.5165 3.6101 2.1928  0.155
F 4.0095 -0.2043 4.0853  0.128
F 3.6097 1.6569 5.1136  0.138
O -0.0173 -1.9958 -0.7056  -0.196
O 1.6801 -0.6103 -1.9112  -0.182
O 1.2978 -3.4603 2.4784  0.003
O -1.1940 0.5638 3.5349  -0.267
O -0.0248 1.0131 1.4142  -0.330
O 0.8917 0.8056 5.9551  -0.269
O 1.3494 -1.3395 4.8133  -0.270
O 1.2712 -1.4631 1.4717  -0.051
N 1.3309 0.7632 3.4444  -0.268
N 1.9588 1.3171 -0.3163  -0.160
N -1.5180 -1.6589 1.4307  0.066
N -0.6662 -2.5873 2.0106  0.051
C 4.6028 1.5608 -1.6857  -0.154
C 1.8570 3.7079 -0.9171  -0.036
C 1.7544 -2.1005 -3.7966  -0.639
C 3.3084 0.3615 5.0666  -0.680
C -0.1410 -3.6395 -2.4425  -0.638
C 2.7331 -3.3970 2.4239  -0.010
C -0.7823 3.3434 -1.7087  -0.019
C -0.2082 4.6070 -1.7973  -0.113
C 1.3084 2.4205 -0.7827  -0.299
C 0.6558 -2.4309 1.9362  -0.528
C -0.2076 2.9508 3.0853  -0.660
C 0.3202 -4.0443 -3.7012  -0.762
C -0.0209 2.3169 -1.2189  -0.197
C 4.0286 -0.5772 0.4002  -0.156
C 1.2603 -3.2808 -4.3746  -0.761
C 4.2614 2.3183 1.2864  -0.149
C 0.3289 -2.4676 -1.8719  -0.392
C 1.1114 4.7697 -1.4056  -0.102
C 1.3048 -1.6964 -2.5546  -0.380
H 3.0705 -4.3657 2.7825  0.098
H 1.5763 5.7444 -1.4799  0.097
H 3.8488 -1.2678 -0.4253  0.040
H -1.8001 3.1471 -2.0163  0.117
H 3.8389 3.3185 1.2126  0.017
H 3.0631 -3.2316 1.3996  0.094
H -0.7830 5.4408 -2.1745  0.091
H 5.6469 1.2531 -1.5998  0.029
H 2.8826 3.8735 -0.6257  0.083
H -2.0933 -1.2219 2.1391  0.087
H 5.3488 2.4098 1.2963  0.030
H 4.1408 0.9904 -2.4920  -0.002
H 4.5854 2.6157 -1.9594  0.023
H 3.9459 1.9083 2.2457  0.009
H 5.0823 -0.6534 0.6825  0.043
H -1.0048 -3.4674 2.3714  0.166
H 3.4519 -0.8962 1.2640  -0.001
H -2.0382 -2.0804 0.6723  0.084
H 3.0840 -2.5987 3.0744  0.084

Atomic forces in eV per Å
0.012 -0.021 -0.029
-0.008 -0.004 0.001
0.002 0.008 0.017
0.000 -0.019 -0.023
-0.343 0.034 -0.444
0.019 -0.020 -0.080
-0.322 0.069 0.136
-0.036 0.030 0.034
0.073 -0.059 -0.032
-0.068 0.000 -0.067
-0.062 0.056 -0.107
0.036 -0.026 -0.033
0.149 0.038 -0.078
-0.006 -0.046 -0.125
-0.031 0.011 -0.051
-0.483 0.144 0.146
0.209 -0.289 0.232
-0.074 0.088 -0.178
0.105 -0.025 0.006
-0.203 -0.273 -0.357
0.005 -0.019 0.059
0.033 -0.078 0.000
0.189 0.077 -0.245
0.231 0.057 0.110
0.256 0.175 0.498
-0.050 0.078 0.246
-0.019 0.105 -0.060
-0.051 -0.008 0.066
-0.115 0.070 -0.046
0.017 0.013 0.057
0.004 -0.013 0.222
0.028 0.182 0.100
-0.101 -0.028 0.050
0.015 -0.088 0.040
-0.053 0.032 -0.032
-0.074 -0.074 -0.105
0.204 -0.305 0.218
-0.085 -0.052 0.198
-0.010 -0.093 -0.066
0.095 0.197 -0.039
0.265 0.067 -0.010
-0.018 -0.028 -0.061
0.008 -0.086 -0.028
0.300 -0.050 -0.174
0.037 -0.030 0.010
-0.329 -0.114 0.051
-0.002 0.053 0.011
0.013 0.025 -0.002
-0.021 -0.031 -0.037
-0.030 0.005 -0.009
-0.005 0.087 -0.002
0.018 0.005 0.050
-0.017 0.013 -0.005
0.052 -0.007 0.012
0.066 0.001 0.019
-0.027 -0.014 -0.014
0.075 -0.012 0.002
-0.010 -0.036 -0.063
-0.023 0.058 -0.006
-0.040 -0.035 0.078
0.069 0.000 -0.059
0.040 0.063 0.005
-0.052 0.082 0.053
0.102 0.057 -0.045
0.037 0.004 -0.016

=====

3.
Below is a molecular structure, C27H49N7P2Tb, with properties calculated with the ωB97M-V functional and the def2-TZVPD basis.

The multiplicity is 7. For the LUMO energy (spin up / spin down), the calculation gives -10.113 / -8.286 eV. As for the frontier orbital gap (spin up / spin down): 0.219 / 0.286 Ha. The total charge is +3. As for the expectation value of S²: 12.614.

Last column: Löwdin charge in e.
Element x y z (Å)
Tb 0.7087 0.1832 -0.1603  1.530
P 1.1756 1.6916 -2.8274  0.773
P -0.8177 2.9760 -0.4208  0.785
N 2.9151 0.4769 1.2544  -0.147
N 0.3740 1.4002 2.1187  -0.192
N -1.1671 -1.1304 1.0561  -0.142
N -5.1651 -2.3145 -2.4636  0.107
N 1.0764 -1.3404 -2.2519  -0.148
N 1.2963 -2.3983 0.3883  -0.119
N -2.8155 -2.4728 -2.8131  0.091
C 3.6988 -1.9022 0.8619  -0.152
C -0.8997 -1.1648 2.5217  -0.211
C 2.8111 2.4817 -3.0141  -0.244
C 0.1576 -3.2054 0.8829  -0.183
C 2.7607 1.4962 2.3321  -0.174
C -1.8964 -3.9627 -4.5589  0.010
C -0.1322 3.9388 -1.8150  -0.410
C 0.1369 -2.0655 -2.8718  -0.092
C -3.9051 -2.0037 -2.2141  -0.213
C -5.3568 -3.2074 -3.4328  -0.070
C -0.5639 -3.8233 -4.5868  -0.013
C 0.0035 3.0793 -3.0618  -0.415
C -0.9947 1.3786 2.6868  -0.215
C 2.3611 -1.5002 -2.6068  -0.200
C 3.4297 -0.7871 1.8646  -0.186
C 2.7513 -2.4086 -3.5684  -0.007
C 0.4239 -3.0007 -3.8666  -0.145
C 0.9554 0.8223 -4.4132  -0.239
C 1.4717 1.2792 3.0958  -0.174
C -4.2991 -3.7657 -4.1327  0.025
C -0.7414 4.2168 0.9223  -0.241
C -1.3894 0.0432 3.2897  -0.142
C -2.6022 2.9042 -0.7919  -0.239
C -3.0121 -3.3650 -3.7970  -0.243
C 1.7714 -3.1637 -4.1973  0.035
C 2.6024 -2.9497 0.8501  -0.176
C -1.1493 -2.5288 0.5275  -0.180
H 3.7949 -2.5175 -3.8298  0.132
H 0.1791 -1.2816 2.6496  0.096
H 1.4434 0.2999 3.5718  0.116
H -1.2998 -2.5017 -0.5543  0.088
H 0.2586 -3.3241 1.9593  0.118
H -0.0183 0.3336 -4.4482  0.054
H 3.0806 3.0733 -2.1389  0.044
H -3.7456 -1.2721 -1.4249  0.099
H 1.2920 -2.5583 -0.6125  0.059
H 2.0522 -3.8821 -4.9580  0.138
H 1.0073 1.5524 -5.2226  0.073
H -4.4747 -4.4892 -4.9163  0.127
H -1.1725 5.1515 0.5595  0.075
H -1.3601 -2.0596 2.9487  0.143
H -1.3156 3.9066 1.7941  0.047
H 0.4789 2.3437 1.7524  0.027
H 2.6909 -1.1191 2.5956  0.113
H 2.4644 -3.3423 1.8591  0.133
H 1.3806 2.0240 3.8917  0.149
H -2.4778 0.0205 3.3782  0.136
H -2.1147 -0.7830 0.9180  0.124
H 3.6601 0.8188 0.6487  0.124
H -1.6730 1.6251 1.8665  0.078
H 1.7305 0.0760 -4.5739  0.042
H 0.3425 3.6717 -3.9149  0.106
H 2.7571 2.4887 1.8731  0.131
H -2.7985 2.2837 -1.6667  0.046
H -1.9802 -3.1002 0.9493  0.145
H -2.9820 3.9091 -0.9842  0.071
H -0.0805 -4.4658 -5.3152  0.119
H -1.1050 2.1667 3.4367  0.138
H 3.0954 -0.8635 -2.1201  0.102
H -0.7871 4.7948 -1.9944  0.107
H -2.2604 -4.6881 -5.2782  0.120
H 4.6421 -2.3917 1.1043  0.136
H -0.9612 2.6508 -3.3484  0.087
H -3.1518 2.4847 0.0515  0.048
H -6.3818 -3.4818 -3.6514  0.130
H 0.8352 4.3450 -1.5059  0.090
H 0.2882 4.4259 1.2216  0.058
H 2.8102 3.1341 -3.8890  0.068
H -1.0138 -0.0477 4.3106  0.135
H -0.8980 -1.8989 -2.5960  0.077
H 0.1719 -4.2129 0.4588  0.149
H 3.6175 1.4618 3.0083  0.141
H 3.5775 1.7192 -3.1610  0.048
H 3.8432 -1.4864 -0.1412  0.095
H 4.3354 -0.5444 2.4242  0.139
H 2.8851 -3.7971 0.2220  0.139

Atomic forces in eV per Å
0.159 -0.521 0.527
-0.009 0.035 0.008
-0.057 -0.093 0.025
-0.193 -0.073 -0.285
-0.061 -0.014 -0.115
0.181 0.101 -0.184
0.062 -0.007 -0.010
-0.042 0.202 0.275
0.031 0.062 -0.004
-0.054 0.047 0.042
-0.036 0.025 -0.074
0.009 -0.036 -0.029
-0.004 0.017 -0.040
0.031 -0.039 -0.058
0.028 0.001 -0.004
-0.082 0.032 0.025
-0.032 0.031 0.011
-0.022 0.131 -0.024
-0.014 -0.022 -0.027
-0.020 0.002 0.028
0.093 0.039 0.029
0.035 0.023 -0.061
0.060 0.036 0.029
0.009 -0.084 -0.100
0.026 0.037 0.039
-0.028 0.011 -0.010
-0.079 -0.057 -0.020
0.015 0.065 -0.043
-0.060 0.029 0.002
-0.045 -0.004 -0.026
-0.056 0.044 -0.033
-0.042 0.004 0.051
0.003 0.018 -0.030
0.153 -0.057 -0.053
0.037 -0.039 -0.018
-0.093 -0.036 0.031
-0.045 0.037 0.016
-0.004 -0.001 -0.002
0.018 0.027 -0.001
-0.007 -0.003 0.000
-0.015 0.001 -0.005
-0.006 -0.020 0.006
0.000 0.016 0.006
-0.025 0.014 0.005
0.008 0.007 0.017
0.049 0.023 -0.016
0.007 0.007 0.003
0.004 -0.015 -0.009
-0.002 0.006 -0.001
0.003 0.005 0.011
-0.007 0.011 0.011
0.010 0.011 -0.001
-0.035 0.015 -0.035
0.020 -0.020 0.003
0.028 0.038 0.019
0.015 0.001 -0.002
0.002 0.007 0.003
0.010 0.051 0.023
0.031 -0.036 -0.008
0.000 -0.020 -0.013
0.006 0.002 0.000
-0.007 0.020 0.007
-0.023 -0.002 -0.008
0.014 -0.002 -0.005
0.005 0.005 0.022
-0.019 -0.010 0.002
0.010 0.011 -0.002
-0.021 -0.016 0.019
-0.011 -0.015 0.023
0.011 0.007 -0.013
-0.018 -0.007 0.016
-0.015 -0.014 0.037
-0.001 -0.003 0.002
0.006 -0.002 0.008
0.000 0.011 0.005
0.008 -0.007 -0.002
0.000 0.004 -0.020
0.031 -0.004 -0.001
0.017 0.000 -0.008
-0.012 -0.042 0.026
-0.001 0.011 -0.022
0.006 0.003 -0.010
0.001 -0.006 0.020
0.027 0.003 0.007
0.016 -0.001 -0.022
0.007 -0.017 0.016

=====

| no. | total energy (eV) |
| --- | --- |
| 1 | -31331.1099 |
| 2 | -399519.0376 |
| 3 | -80214.4793 |